(i)
Below is a single C4H6N2O molecule, with properties calculated with ωB97M-V/def2-TZVPD.

Summary:
- highest occupied orbital energy (eV) = -8.048
- SMILES = Cc1ncc(O)[nH]1
- LUMO level (eV) = 0.7
- orbital gap (Eh) = 0.3215

Geometry as ORCA input:
```
! RIJCOSX wB97M-V def2-TZVPD def2/J DEFGRID3
* xyz 0 1
C 2.167 -0.178 0.125
C 0.715 -0.043 -0.194
N 0.150 -0.311 -1.341
C -1.207 -0.126 -1.156
C -1.445 0.238 0.136
O -2.560 0.474 0.871
N -0.222 0.309 0.748
H 2.621 -0.818 -0.634
H 2.311 -0.649 1.104
H 2.696 0.782 0.127
H -1.923 -0.283 -1.952
H -3.302 0.064 0.410
H -0.061 0.608 1.697
*
```

***

(ii)
Below is a single C4H6N2O molecule, with properties calculated with ωB97M-V/def2-TZVPD.

Summary:
- highest occupied orbital energy (eV) = -9.879
- SMILES = [H]/N=C(\C=O)N1CC1
- LUMO level (eV) = -0.4
- orbital gap (Eh) = 0.3494

Geometry as ORCA input:
```
! RIJCOSX wB97M-V def2-TZVPD def2/J DEFGRID3
* xyz 0 1
C -0.811 0.251 -0.235
C -0.541 1.588 0.427
C 0.302 -1.574 -0.309
C 1.046 -0.749 0.766
H -1.115 1.335 -1.887
H -0.792 2.578 0.112
H 0.379 -2.687 -0.173
H 0.251 -1.152 -1.434
H 0.844 -0.988 1.855
H 1.548 0.213 0.575
N -1.117 0.264 -1.446
N -0.465 -0.784 0.518
O 0.471 1.706 1.233
*
```

***

Stability, highest: (i)

***

(i)
Below is a molecular structure, C4H6N2O, with properties calculated with ωB97M-V/def2-TZVPD.

Summary:
- highest occupied orbital energy (eV) = -8.611
- LUMO level (eV) = 0.4
- orbital gap (Eh) = 0.3311

Geometry as ORCA input:
```
! RIJCOSX wB97M-V def2-TZVPD def2/J DEFGRID3
* xyz 0 1
O 1.342 2.002 0.884
C 0.851 1.066 0.302
N 1.380 -0.193 0.174
C 0.461 -1.131 -0.435
C -0.848 -0.338 -0.538
C -1.622 1.267 0.245
N -0.392 1.087 -0.426
H 2.058 -0.478 0.863
H 0.375 -2.038 0.169
H 0.764 -1.415 -1.452
H -1.409 -0.474 -1.455
H -1.538 -0.535 0.322
H -1.421 1.181 1.348
*
```

***

(ii)
Below is a single C4H6N2O molecule, with properties calculated with ωB97M-V/def2-TZVPD.

Summary:
- highest occupied orbital energy (eV) = -8.016
- SMILES = Cc1ncc(O)[nH]1
- LUMO level (eV) = 0.7
- orbital gap (Eh) = 0.3195

Geometry as ORCA input:
```
! RIJCOSX wB97M-V def2-TZVPD def2/J DEFGRID3
* xyz 0 1
C 2.213 -0.165 -0.074
C 0.743 0.005 0.003
N 0.157 -0.886 -0.763
C -1.186 -0.736 -0.656
C -1.420 0.293 0.202
O -2.543 0.879 0.667
N -0.200 0.769 0.625
H 2.769 0.730 -0.413
H 1.857 -1.024 -0.838
H 2.680 -0.478 0.877
H -1.846 -1.383 -1.213
H -3.288 0.427 0.253
H -0.072 1.527 1.276
*
```

***

(iii)
Below is a single C4H6N2O molecule, with properties calculated with ωB97M-V/def2-TZVPD.

Summary:
- highest occupied orbital energy (eV) = -8.725
- SMILES = COc1cc[nH]n1
- LUMO level (eV) = 1.1
- orbital gap (Eh) = 0.3622

Geometry as ORCA input:
```
! RIJCOSX wB97M-V def2-TZVPD def2/J DEFGRID3
* xyz 0 1
C 0.380 -1.614 -1.594
O 0.872 -0.383 -1.120
C 0.310 0.079 0.001
N -0.720 -0.460 0.635
N -1.072 0.471 1.547
C -0.268 1.578 1.495
C 0.708 1.286 0.580
H 0.981 -1.838 -2.474
H 0.502 -2.389 -0.834
H -0.679 -1.537 -1.864
H -1.815 0.228 2.188
H -0.612 2.545 1.164
H 1.414 2.034 0.276
*
```

***

Stability, highest: (ii)